## one
C2H5NO2 | ωB97M-V/def2-TZVPD

- SMILES: NC(=O)CO
- 2S+1: 1

Bonds (Å) are listed after each position.
Geometry (Å):
1 N -0.87631 1.06702 0.04259  C2 1.323, H6 0.974, H7 1.056
2 C -0.82034 -0.25304 -0.03147  N1 1.323, O3 1.169, C4 1.559
3 O -1.73785 -0.94714 -0.23638  C2 1.169
4 C 0.59766 -0.85758 0.19961  C2 1.559, O5 1.416, H8 1.097, H9 1.133
5 O 1.64397 -0.01238 -0.24359  C4 1.416, H10 0.940
6 H -1.73362 1.46776 -0.18921  N1 0.974
7 H -0.09068 1.67643 0.39954  N1 1.056
8 H 0.73601 -1.11143 1.25746  C4 1.097
9 H 0.71420 -1.79293 -0.42967  C4 1.133
10 H 1.56697 0.76329 -0.76888  O5 0.940

## two
C2H5NO2 | ωB97M-V/def2-TZVPD

- SMILES: CN(O)C=O
- 2S+1: 1

Bonds (Å) are listed after each position.
Geometry (Å):
1 C -0.53741 1.05334 0.04233  N2 1.500, H6 1.172, H7 1.085, H8 1.273
2 N 0.00192 -0.26436 -0.43104  C1 1.500, O3 1.441, C4 1.420
3 O -1.14441 -0.98787 0.05651  N2 1.441, H9 0.943
4 C 1.20160 -0.75610 0.14712  N2 1.420, O5 1.248, H10 1.243
5 O 2.09626 0.05959 -0.15456  C4 1.248
6 H -0.97620 0.99904 1.12763  C1 1.172
7 H -1.24242 1.35527 -0.72502  C1 1.085
8 H 0.39892 1.90977 0.14837  C1 1.273
9 H -1.28856 -1.46701 -0.74337  O3 0.943
10 H 1.49030 -1.90168 0.53201  C4 1.243

## three
C2H5NO2 | ωB97M-V/def2-TZVPD

- SMILES: O=CO.C=N
- 2S+1: 1

Bonds (Å) are listed after each position.
Geometry (Å):
1 O 4.59361 -3.54216 3.15827  C2 1.210
2 C 3.65981 -4.13490 2.66831  O1 1.210, O3 1.357, H4 1.081
3 O 3.06242 -4.36299 1.47166  C2 1.357, H5 0.991
4 H 3.15631 -4.65624 3.47073  C2 1.081
5 H 3.56538 -3.78772 0.84108  O3 0.991
6 C -3.76392 3.71576 -2.16325  N7 1.278, H8 1.158, H9 1.124
7 N -2.76522 4.47652 -2.40482  C6 1.278, H10 1.031
8 H -3.96581 3.79738 -1.02543  C6 1.158
9 H -4.60978 3.37717 -2.82111  C6 1.124
10 H -2.93280 5.11719 -3.19544  N7 1.031

## four
C2H5NO2 | ωB97M-V/def2-TZVPD

- SMILES: CO/C=N\O
- 2S+1: 1

Bonds (Å) are listed after each position.
Geometry (Å):
1 C 0.95083 -0.96061 0.11924  O2 1.420, H6 1.063, H7 1.058, H8 1.124
2 O -0.46679 -0.90945 0.17868  C1 1.420, C3 1.335
3 C -1.03902 0.20048 0.64991  O2 1.335, N4 1.305, H9 1.067
4 N -1.02370 1.37979 0.09184  C3 1.305, O5 1.382
5 O -0.39958 1.24901 -1.13373  N4 1.382, H10 0.966
6 H 1.29495 -1.73948 0.75593  C1 1.063
7 H 1.11917 -1.46167 -0.79715  C1 1.058
8 H 1.68078 -0.10618 0.14299  C1 1.124
9 H -1.69961 0.20409 1.48833  C3 1.067
10 H -0.41703 2.14402 -1.49603  O5 0.966

The structure with the most favorable energy is one; the runner-up is 0.0764 hartree above it.

## one
C2H5NO2 | ωB97M-V/def2-TZVPD

- SMILES: NCC(=O)O
- 2S+1: 1

Bonds (Å) are listed after each position.
Geometry (Å):
1 N 1.21424 0.75741 -0.85550  C2 1.459, H6 1.022, H7 1.057
2 C -0.10738 0.29118 -0.44927  N1 1.459, C3 1.529, H8 1.170, H9 1.114
3 C -0.24236 -0.61622 0.77356  C2 1.529, O4 1.218, O5 1.323
4 O 0.68149 -1.02875 1.45111  C3 1.218
5 O -1.48640 -0.86599 1.14854  C3 1.323, H10 0.966
6 H 1.64313 1.07469 0.01645  N1 1.022
7 H 1.85782 -0.03550 -1.12763  N1 1.057
8 H -0.78689 1.16390 -0.06850  C2 1.170
9 H -0.66535 -0.09561 -1.33209  C2 1.114
10 H -2.10830 -0.64511 0.44332  O5 0.966

## two
C2H5NO2 | ωB97M-V/def2-TZVPD

- SMILES: CO/C=N/O
- 2S+1: 1

Bonds (Å) are listed after each position.
Geometry (Å):
1 C -1.16069 0.56299 1.04702  O2 1.447, H6 1.144, H7 1.110, H8 1.111
2 O -1.16278 0.15787 -0.34160  C1 1.447, C3 1.344
3 C -0.00946 -0.26869 -0.88465  O2 1.344, N4 1.271, H9 1.069
4 N 1.08222 -0.44026 -0.25594  C3 1.271, O5 1.411
5 O 2.07462 -0.79874 -1.19276  N4 1.411, H10 0.953
6 H -1.75997 -0.21157 1.63836  C1 1.144
7 H -0.12444 0.71169 1.41728  C1 1.110
8 H -1.64998 1.55263 1.17364  C1 1.111
9 H -0.16165 -0.43597 -1.92956  C3 1.069
10 H 2.87212 -0.82993 -0.67179  O5 0.953

## three
C2H5NO2 | ωB97M-V/def2-TZVPD

- 2S+1: 1

Bonds (Å) are listed after each position.
Geometry (Å):
1 C -1.15606 1.44959 -0.93804  N2 1.287, H3 1.130, H4 1.066
2 N -0.00284 0.96960 -1.24654  C1 1.287, H5 0.994, H6 1.201
3 H -1.55921 1.12662 0.06709  C1 1.130
4 H -1.67422 2.14460 -1.55906  C1 1.066
5 H 0.21108 1.07067 -2.21220  N2 0.994
6 H 0.68149 0.29236 -0.52798  N2 1.201
7 O 1.33793 -0.61465 0.15617  C8 1.300
8 C 0.51908 -1.12166 1.02998  O7 1.300, O9 1.248, H10 1.127
9 O -0.67973 -0.81240 1.18804  C8 1.248
10 H 0.91701 -1.97261 1.65257  C8 1.127

The structure with the most favorable energy is one; the runner-up is 0.0351 hartree above it.

## one
C5H7O5P | ωB97M-V/def2-TZVPD

- Total charge: -2
- 2S+1: 1

Bonds (Å) are listed after each position.
Geometry (Å):
1 C 2.57622 1.04973 -1.20338  C2 1.333, H12 1.084, H13 1.182
2 C 2.08315 -0.17362 -1.01045  C1 1.333, C3 1.528
3 C 2.71732 -1.43693 -0.42969  C2 1.528, O6 1.259, O8 1.245
4 C -1.12734 -0.67669 1.23618  C5 1.558, H14 1.154, H15 1.135, H16 1.081
5 C -1.57333 0.04989 -0.06815  C4 1.558, O10 1.476, H17 1.042, H18 1.143
6 O 2.51084 -1.67144 0.78974  C3 1.259
7 O -0.99429 -1.18333 -3.68008  P11 1.483
8 O 3.50345 -2.11612 -1.11571  C3 1.245
9 O -0.87650 1.18324 -2.66619  P11 1.507
10 O -1.66063 -0.91128 -1.18547  C5 1.476, P11 1.786
11 P -0.66019 -0.30263 -2.53438  O7 1.483, O9 1.507, O10 1.786
12 H 2.11210 1.92236 -1.64899  C1 1.084
13 H 3.68872 1.39312 -1.00086  C1 1.182
14 H -2.00474 -1.38122 1.49255  C4 1.154
15 H -0.14410 -1.23715 1.14954  C4 1.135
16 H -0.94069 -0.03642 2.08691  C4 1.081
17 H -0.88551 0.77773 -0.35523  C5 1.042
18 H -2.51177 0.65186 0.18474  C5 1.143

## two
C5H7O5P | ωB97M-V/def2-TZVPD

- Total charge: -2
- SMILES: C=CO/C([O-])=C(/C)[P@@](=O)([O-])O
- 2S+1: 1

Bonds (Å) are listed after each position.
Geometry (Å):
1 C -2.84805 -1.25877 0.37019  C2 1.323, H12 1.007, H13 1.050
2 C -1.85264 -1.52896 -0.45784  C1 1.323, O3 1.351, H14 1.089
3 O -0.65625 -0.92705 -0.63643  C2 1.351, C4 1.453
4 C -0.43095 0.48226 -0.36492  O3 1.453, O5 1.280, C6 1.329
5 O -1.51290 1.16600 -0.36668  C4 1.280
6 C 0.82330 0.84242 -0.11295  C4 1.329, C7 1.522, P8 1.800
7 C 0.96865 2.30348 0.28823  C6 1.522, H15 1.060, H16 1.076, H17 1.135
8 P 2.23516 -0.26763 -0.22630  C6 1.800, O9 1.498, O10 1.547, O11 1.662
9 O 2.38181 -0.77105 -1.62931  P8 1.498
10 O 3.48295 0.22351 0.54540  P8 1.547
11 O 1.72685 -1.59822 0.63080  P8 1.662, H18 0.984
12 H -3.59354 -1.91885 0.51709  C1 1.007
13 H -2.67342 -0.36390 0.89194  C1 1.050
14 H -1.97062 -2.48640 -0.96308  C2 1.089
15 H 1.53144 2.91636 -0.36916  C7 1.060
16 H 1.54697 2.31551 1.19586  C7 1.076
17 H -0.06762 2.67768 0.56291  C7 1.135
18 H 0.90885 -1.80639 0.12426  O11 0.984

The structure with the most favorable energy is two; the runner-up is 0.0847 hartree above it.

## one
C5H4N2 | ωB97M-V/def2-TZVPD

- 2S+1: 1

Bonds (Å) are listed after each position.
Geometry (Å):
1 C 2.94842 -1.03384 0.38746  C2 1.263
2 C 1.73398 -1.10517 0.72791  C1 1.263, C3 1.371
3 C 0.51568 -0.54923 0.43644  C2 1.371, C4 1.448, N7 1.348
4 C -0.60043 -0.98519 -0.37679  C3 1.448, C5 1.350, H9 1.080
5 C -1.32074 0.12053 -0.66325  C4 1.350, N6 1.391, H10 1.081
6 N -0.85729 1.22085 0.05084  C5 1.391, N7 1.383, H8 1.018
7 N 0.23968 0.73469 0.73920  C3 1.348, N6 1.383, H11 1.008
8 H -0.56505 1.99698 -0.53904  N6 1.018
9 H -0.75741 -1.99288 -0.73124  C4 1.080
10 H -2.14069 0.26121 -1.35409  C5 1.081
11 H 0.80387 1.33205 1.32257  N7 1.008

## two
C5H4N2 | ωB97M-V/def2-TZVPD

- SMILES: C#C[C@H]1N[C@H]1C#N
- 2S+1: 1

Bonds (Å) are listed after each position.
Geometry (Å):
1 C -0.88192 -1.81092 -0.42092  C2 1.214, H8 1.063
2 C -0.57817 -0.76719 -0.96162  C1 1.214, C3 1.455
3 C 0.54489 0.15858 -0.95142  C2 1.455, N4 1.456, C5 1.507, H9 1.091
4 N 0.93424 1.46007 -0.42687  C3 1.456, C5 1.468, H10 1.022
5 C 0.61580 0.39783 0.53523  C3 1.507, N4 1.468, C6 1.454, H11 1.105
6 C -0.59053 0.69652 1.28982  C5 1.454, N7 1.158
7 N -1.45218 1.03787 1.98363  C6 1.158
8 H -1.20999 -2.73061 -0.00173  C1 1.063
9 H 1.42957 -0.27900 -1.41573  C3 1.091
10 H 0.20638 2.17560 -0.38142  N4 1.022
11 H 1.07971 -0.51655 0.94828  C5 1.105

## three
C5H4N2 | ωB97M-V/def2-TZVPD

- SMILES: C#Cc1c[nH]cn1
- 2S+1: 1

Bonds (Å) are listed after each position.
Geometry (Å):
1 C 0.71376 -2.77242 0.86363  C2 1.230, H8 1.085
2 C 0.59005 -1.60592 0.49251  C1 1.230, C3 1.379
3 C 0.33928 -0.28080 0.20556  C2 1.379, C4 1.390, N7 1.330
4 C -0.80492 0.11592 -0.47668  C3 1.390, N5 1.333, H9 1.169
5 N -0.72955 1.43916 -0.62000  C4 1.333, C6 1.356, H10 1.028
6 C 0.44913 1.78575 -0.04505  N5 1.356, N7 1.298, H11 1.112
7 N 1.07605 0.78693 0.49771  C3 1.330, C6 1.298
8 H 0.74252 -3.84177 1.04260  C1 1.085
9 H -1.76399 -0.51924 -0.68265  C4 1.169
10 H -1.34488 2.03211 -1.19082  N5 1.028
11 H 0.73253 2.86029 -0.08680  C6 1.112

## four
C5H4N2 | ωB97M-V/def2-TZVPD

- SMILES: C#Cc1ccn[nH]1
- 2S+1: 1

Bonds (Å) are listed after each position.
Geometry (Å):
1 C 2.88267 -0.43524 0.29664  C2 1.235, H8 1.112
2 C 1.64888 -0.42994 0.24882  C1 1.235, C3 1.399
3 C 0.26942 -0.22159 0.14246  C2 1.399, C4 1.377, N7 1.363
4 C -0.74633 -0.92399 -0.46734  C3 1.377, C5 1.403, H9 1.080
5 C -1.86398 -0.08558 -0.33572  C4 1.403, N6 1.331, H10 1.079
6 N -1.56305 1.05569 0.27906  C5 1.331, N7 1.325
7 N -0.27653 0.94925 0.57711  C3 1.363, N6 1.325, H11 1.010
8 H 2.98436 0.55104 -0.20688  C1 1.112
9 H -0.65882 -1.89734 -0.92632  C4 1.080
10 H -2.87788 -0.26523 -0.65775  C5 1.079
11 H 0.20125 1.70294 1.04993  N7 1.010

The structure with the most favorable energy is three; the runner-up is 0.0565 hartree above it.